Record 1
Here is a 2-piece molecular cluster, C11H16FN2 overall at a distorted geometry from the OMol25 dataset. Energies are from ωB97M-V/def2-TZVPD.

LUMO level, eV: 2.98
Orbital gap, eV: 4.235
Spin multiplicity: 1
Net charge: -1

```
30
Properties=species:S:1:pos:R:3:lowdin_charge:R:1
C 1.156 -1.653 2.609 -0.069
C 1.077 -0.637 1.734 -0.204
C 0.996 0.837 2.118 -0.416
N -0.325 1.275 2.450 -0.164
C -1.337 0.881 1.511 -0.393
C -2.208 -0.300 2.019 -0.195
C -3.418 -0.680 1.159 -0.215
F -3.382 -0.104 -0.127 -0.110
H 1.715 -1.542 3.537 0.029
H 0.656 -2.603 2.435 0.022
H 1.074 -0.846 0.662 0.052
H 1.643 0.987 2.997 0.076
H 1.476 1.443 1.298 0.058
H -2.043 1.723 1.385 0.082
H -0.964 0.650 0.495 0.085
H -2.580 0.026 2.993 0.089
H -1.593 -1.181 2.199 0.074
H -4.363 -0.365 1.605 0.093
H -3.451 -1.757 0.977 0.093
N 1.406 -0.203 -1.602 0.071
C 1.067 -0.974 -2.631 -0.147
C 1.087 -0.544 -3.950 -0.086
C 1.477 0.761 -4.211 -0.098
C 1.827 1.575 -3.146 -0.077
C 1.776 1.047 -1.862 -0.134
H 0.761 -1.985 -2.384 0.104
H 0.801 -1.215 -4.749 0.093
H 1.503 1.137 -5.226 0.097
H 2.131 2.601 -3.300 0.096
H 2.035 1.647 -0.996 0.094
```

=====

Record 2
Here is C11H16IrN5O3PS2Te as an isolated structure from the OMol25 dataset. Energies are from ωB97M-V/def2-TZVPD.

⟨S²⟩: 8.79
LUMO level (spin up / spin down), eV: -5.85 / -9.04
Orbital gap (spin up / spin down), eV: 6.510 / 4.998
Spin multiplicity: 6
Net charge: +2
Energy relative to the best compared isomer or geometry (same formula, charge and spin), eV: 0.0000

```
40
Properties=species:S:1:pos:R:3:lowdin_spin:R:1
Ir -0.910 0.611 0.258 2.152
N -4.376 0.254 -1.176 0.099
C -4.260 -0.129 0.074 0.064
N -3.124 -0.109 0.745 0.065
C -3.302 -0.591 2.005 0.115
C -4.631 -0.967 2.328 0.396
S -5.653 -0.710 1.009 0.179
C -1.595 -0.788 3.970 0.020
C -1.602 -1.116 5.261 0.057
S 0.008 -0.833 5.883 0.034
C 0.600 -0.266 4.340 0.095
N -0.387 -0.322 3.459 0.072
N 1.837 0.145 4.086 0.065
H -3.543 0.547 -1.671 0.001
H -5.257 0.246 -1.667 0.001
H -4.993 -1.366 3.264 0.014
H -2.376 -1.503 5.904 0.003
H 2.529 0.198 4.815 0.002
H 2.075 0.507 3.177 0.004
N -2.197 -0.642 2.712 0.173
C -0.913 -0.165 2.131 0.595
C 0.959 0.161 -5.388 0.002
C 0.563 1.119 -4.293 0.004
O 1.565 1.075 -3.228 0.004
P 1.221 0.761 -1.741 0.029
O 0.293 1.760 -1.084 0.149
Te 0.025 -1.325 -1.300 0.589
O 2.605 0.752 -1.020 0.007
C 3.773 0.074 -1.592 0.003
C 4.848 0.042 -0.539 0.000
H 0.246 0.229 -6.210 0.000
H 0.969 -0.865 -5.022 0.002
H 1.948 0.410 -5.772 0.000
H -0.414 0.869 -3.872 0.003
H 0.542 2.149 -4.636 0.000
H 4.081 0.633 -2.472 0.000
H 3.473 -0.933 -1.890 0.003
H 5.115 1.052 -0.231 0.000
H 5.737 -0.438 -0.949 0.000
H 4.521 -0.529 0.330 0.000
```

=====

Record 3
Here is C11H16MnN5O2S2 as an isolated structure from the OMol25 dataset. Energies are from ωB97M-V/def2-TZVPD.

⟨S²⟩: 6.14
LUMO level (spin up / spin down), eV: -8.52 / -7.46
Orbital gap (spin up / spin down), eV: 7.447 / 8.618
Spin multiplicity: 5
Net charge: +2
Energy relative to the best compared isomer or geometry (same formula, charge and spin), eV: 0.0000

```
37
Properties=species:S:1:pos:R:3:lowdin_spin:R:1
Mn -0.207 0.473 -0.473 3.982
C -0.791 -3.750 -0.720 -0.001
C -0.229 -2.462 -1.202 0.009
O -0.648 -1.385 -0.685 0.030
N 0.695 -2.439 -2.143 0.011
C 1.277 -1.203 -2.665 0.007
C 2.296 -0.596 -1.732 0.007
C 3.646 -0.826 -1.908 -0.001
C 4.555 -0.276 -1.015 0.007
C 4.088 0.500 0.030 0.000
C 2.727 0.706 0.141 0.009
N 1.844 0.171 -0.716 0.006
H -1.872 -3.659 -0.637 0.000
H -0.397 -3.938 0.281 0.000
H -0.534 -4.583 -1.371 0.000
H 1.004 -3.321 -2.523 0.001
H 0.467 -0.502 -2.884 0.004
H 1.743 -1.443 -3.618 0.000
H 3.983 -1.428 -2.741 0.000
H 5.616 -0.448 -1.140 0.000
H 4.759 0.950 0.747 0.000
H 2.326 1.325 0.931 0.001
O -0.607 0.558 1.729 0.067
S -0.393 2.030 1.596 0.035
N -0.034 2.354 0.175 -0.132
S -2.191 0.976 -1.587 -0.037
C -2.434 2.702 -1.517 0.003
N -3.445 3.254 -0.872 -0.004
C -3.550 4.696 -1.158 0.000
C -2.206 4.976 -1.866 0.000
N -1.720 3.614 -2.142 -0.003
H -4.175 2.704 -0.448 0.000
H -3.661 5.260 -0.237 0.000
H -4.408 4.884 -1.801 0.000
H -1.499 5.498 -1.223 0.000
H -2.328 5.531 -2.792 0.000
H -0.879 3.400 -2.651 0.000
```

=====

Record 4
Here is C11H16N2O4 as an isolated structure at a distorted geometry from the OMol25 dataset. Energies are from ωB97M-V/def2-TZVPD.

LUMO level, eV: 0.50
Orbital gap, eV: 9.151
Spin multiplicity: 1
Energy relative to the best compared isomer or geometry (same formula, charge and spin), eV: 6.6868

```
33
Properties=species:S:1:pos:R:3:lowdin_charge:R:1
C 2.768 0.458 1.777 0.000
H 3.567 0.881 1.400 0.006
H 2.510 -0.524 1.251 0.108
C 1.509 1.430 1.413 -0.280
C 1.612 2.967 2.079 -0.018
H 1.945 2.833 3.098 0.045
H 2.776 3.266 1.630 0.131
H 0.819 3.572 1.664 0.057
H 0.647 1.126 1.791 0.068
C 1.299 1.425 -0.102 -0.191
N 0.842 0.206 -0.761 0.119
C -0.491 0.323 -1.171 -0.270
O -1.397 1.192 -0.778 -0.019
N -0.832 -1.018 -1.816 0.059
H -0.313 -1.663 -1.633 0.007
C -2.110 -1.312 -1.998 -0.174
C -2.904 -2.181 -0.852 -0.381
C -3.296 -1.867 0.293 -0.021
C -3.921 -3.073 0.655 -0.033
C -3.468 -4.073 -0.200 -0.043
O -3.025 -3.348 -1.256 0.077
H -3.547 -5.105 -0.259 0.097
H -4.204 -3.248 1.633 0.078
H -3.233 -0.956 0.657 0.085
H -2.410 -1.572 -3.216 0.174
H -2.809 -0.337 -2.129 0.151
H 1.391 -0.472 -0.762 0.030
C 2.598 1.657 -1.087 -0.475
O 3.301 0.764 -1.503 0.098
O 3.103 2.828 -0.792 0.077
H 3.885 3.026 -1.467 0.200
H 0.572 2.359 -0.371 0.189
H 2.817 0.436 2.815 0.050
```

=====

Record 5
Here is an isolated ion of composition C11H16N3 and charge +1 at a distorted geometry from the OMol25 dataset. Energies are from ωB97M-V/def2-TZVPD.

SMILES: [H]/N=C/C/C(=C(\C)C=C)[n+]1cccn1C
LUMO level (spin up / spin down), eV: -3.83 / -3.73
Orbital gap (spin up / spin down), eV: 7.492 / 7.899
Spin multiplicity: 1
Net charge: +1
Energy relative to the best compared isomer or geometry (same formula, charge and spin), eV: 4.7504

```
30
Properties=species:S:1:pos:R:3:lowdin_charge:R:1
C 2.552 -2.042 -1.083 0.002
C 2.232 -2.260 0.247 -0.001
C 1.783 -0.984 -1.486 0.009
C -3.263 -1.494 -0.663 0.055
C -1.962 -1.082 -0.458 -0.161
C 1.959 2.130 -0.440 -0.203
C -1.495 0.254 -0.196 -0.130
C 0.123 0.507 -0.350 -0.113
C -2.331 1.458 0.069 -0.030
C 0.995 -0.879 1.942 0.033
C 0.477 1.868 -0.612 -0.179
N 2.471 1.501 0.514 0.100
N 1.395 -1.333 0.642 -0.079
N 1.089 -0.574 -0.396 -0.041
H 3.258 -2.557 -1.734 0.128
H 2.749 -2.840 0.938 0.131
H 1.707 -0.607 -2.492 0.151
H -3.481 -2.434 -1.175 0.068
H -4.130 -0.824 -0.576 0.067
H -1.270 -2.009 -0.669 0.136
H 2.542 2.763 -1.144 0.132
H -2.252 1.852 1.012 0.073
H -3.363 1.331 -0.270 0.096
H -1.941 2.170 -0.623 0.068
H 1.267 -1.545 2.701 0.089
H 1.348 0.151 2.111 0.095
H -0.134 -0.784 1.870 0.115
H 0.046 2.597 0.054 0.122
H 0.062 2.112 -1.627 0.148
H 3.550 1.521 0.516 0.118
```

=====

Record 6
Here is one molecule with the formula C11H16N3O3 at a distorted geometry from the OMol25 dataset. Energies are from ωB97M-V/def2-TZVPD.

⟨S²⟩: 0.75
LUMO level (spin up / spin down), eV: 0.45 / -0.15
Orbital gap (spin up / spin down), eV: 9.311 / 9.809
Spin multiplicity: 2

```
33
Properties=species:S:1:pos:R:3:lowdin_spin:R:1
C 1.790 1.589 -1.096 0.006
C 0.996 0.276 -0.825 0.029
C 1.712 -0.818 -1.644 0.016
C -0.434 0.477 -1.398 0.000
C -1.573 0.639 -0.372 0.001
N -2.844 0.293 -1.073 0.000
C -3.116 1.031 -2.019 0.000
O -3.329 1.631 -2.986 0.000
O -1.738 2.011 0.051 0.001
C -1.060 2.330 1.123 0.004
N -0.331 2.672 1.946 0.005
C -1.455 -0.379 0.778 -0.001
C -0.015 -0.791 1.193 0.030
C 0.079 -0.632 2.745 0.004
C 0.202 -2.300 0.927 0.020
N 1.039 0.073 0.633 0.355
O 2.206 -0.238 1.050 0.524
H 1.424 2.407 -0.471 0.000
H 2.817 1.392 -0.767 0.000
H 1.834 1.826 -2.159 0.000
H 1.122 -1.741 -1.632 0.000
H 2.712 -1.039 -1.277 0.003
H 1.729 -0.493 -2.688 0.001
H -0.425 1.400 -1.991 0.000
H -0.651 -0.317 -2.116 0.000
H -2.038 -0.083 1.653 0.000
H -1.945 -1.282 0.408 0.000
H -0.863 -0.939 3.204 0.000
H 0.904 -1.238 3.124 0.000
H 0.305 0.404 3.003 0.000
H -0.208 -2.580 -0.047 0.000
H -0.280 -2.882 1.717 0.002
H 1.262 -2.561 0.971 0.003
```